No. 1
Computed, not measured: 7 unconnected molecules or ions with the total composition C28H59N8O13PS at a distorted geometry, with wB97M-V/def2-TZVPD.

The geometry in XYZ format:
```
110
Properties=species:S:1:pos:R:3:lowdin_charge:R:1
C -0.398 5.130 -2.418 0.1811
C -0.826 4.489 -1.507 -0.0936
C -1.435 3.795 -0.393 -0.3429
C -0.586 3.971 0.888 -0.1280
C 0.920 4.010 0.676 -0.1977
C 1.670 3.833 2.005 -0.1939
C 3.021 3.125 1.856 -0.2111
S 3.286 1.899 3.106 0.5848
O 4.690 1.690 3.266 -0.2609
O 2.474 2.198 4.247 -0.2811
O 2.643 0.599 2.468 -0.1638
C -2.811 4.461 -0.171 -0.2327
N -3.489 4.619 -1.445 0.0932
C -3.505 3.316 0.545 -0.4324
O -4.064 3.267 1.586 0.1827
O -3.275 2.224 -0.267 -0.0227
C -1.926 2.313 -0.695 -0.2208
P -1.103 0.864 0.180 0.5342
N -1.919 0.458 1.432 -0.1123
O 0.445 1.069 0.461 -0.1383
O -1.223 -0.284 -0.920 -0.1361
H -0.114 5.751 -3.241 0.0068
H -0.843 4.929 1.327 0.1306
H -0.872 3.233 1.627 0.1087
H 1.175 4.970 0.244 0.1162
H 1.256 3.260 -0.019 0.0940
H 1.850 4.790 2.473 0.1202
H 1.038 3.265 2.677 0.0949
H 3.124 2.632 0.899 0.1055
H 3.850 3.799 2.009 0.1080
H 2.800 0.563 1.507 0.0787
H -2.816 5.360 0.433 0.1563
H -4.405 5.021 -1.295 0.0907
H -2.974 5.261 -2.037 0.0806
H -1.867 2.157 -1.764 0.1317
H -1.426 0.438 2.312 -0.0186
H 0.551 1.046 1.422 0.0664
H -2.184 -0.388 -1.003 0.0919
C 3.243 -2.632 0.395 -0.3436
O 3.621 -1.543 -0.011 -0.0064
N 1.986 -3.077 0.274 -0.1837
C 1.563 -4.363 0.796 -0.0474
C 1.034 -2.208 -0.395 -0.0450
H 3.914 -3.341 0.906 0.1404
H 1.184 -4.994 -0.010 0.0904
H 0.771 -4.223 1.535 0.0929
H 2.401 -4.868 1.265 0.0511
H 1.366 -2.010 -1.415 0.1021
H 0.966 -1.256 0.124 0.0541
H 0.057 -2.679 -0.415 0.0869
C 2.880 -7.142 2.862 -0.3396
O 3.337 -6.917 1.752 -0.0190
N 2.324 -8.303 3.226 -0.1904
C 1.792 -8.521 4.559 -0.0490
C 2.258 -9.376 2.246 -0.0327
H 2.889 -6.390 3.669 0.1406
H 2.313 -9.346 5.048 0.0908
H 0.728 -8.757 4.512 0.0911
H 1.924 -7.623 5.157 0.0857
H 3.258 -9.647 1.909 0.0927
H 1.683 -9.061 1.375 0.0905
H 1.783 -10.242 2.698 0.0864
C 0.996 -2.325 6.851 -0.3649
O 0.435 -3.401 6.969 -0.0023
N 0.481 -1.264 6.211 -0.1933
C 1.198 -0.004 6.081 -0.0499
C -0.840 -1.390 5.621 -0.0403
H 2.002 -2.135 7.262 0.1316
H 0.630 0.803 6.548 0.0954
H 1.351 0.235 5.035 0.0553
H 2.167 -0.077 6.568 0.0889
H -1.579 -1.629 6.386 0.0925
H -0.855 -2.190 4.881 0.0898
H -1.106 -0.450 5.144 0.0795
C -7.119 4.006 -4.222 -0.3613
O -6.587 5.066 -3.949 0.0034
N -7.048 2.906 -3.457 -0.1964
C -7.699 1.663 -3.816 -0.0598
C -6.282 2.990 -2.222 -0.0444
H -7.717 3.863 -5.139 0.1314
H -8.423 1.373 -3.052 0.0891
H -6.965 0.862 -3.922 0.0884
H -8.221 1.785 -4.762 0.0806
H -6.706 3.764 -1.580 0.0955
H -5.252 3.251 -2.444 0.0657
H -6.312 2.035 -1.704 0.0898
C -0.203 7.548 -5.867 -0.3300
O -0.256 6.837 -4.877 -0.0161
N -0.675 8.798 -5.919 -0.1919
C -0.594 9.606 -7.121 -0.0529
C -1.292 9.357 -4.725 -0.0327
H 0.242 7.205 -6.814 0.1375
H -0.015 10.511 -6.934 0.0904
H -1.592 9.891 -7.457 0.0911
H -0.110 9.038 -7.911 0.0829
H -0.580 9.370 -3.901 0.0936
H -2.148 8.754 -4.423 0.0947
H -1.620 10.370 -4.936 0.0857
C 5.104 -9.375 -1.745 -0.3613
O 5.483 -10.367 -2.339 0.0069
N 4.136 -8.551 -2.182 -0.1967
C 3.719 -7.384 -1.428 -0.0638
C 3.496 -8.853 -3.450 -0.0456
H 5.530 -9.064 -0.775 0.1338
H 2.662 -7.461 -1.167 0.0831
H 3.872 -6.476 -2.016 0.0900
H 4.290 -7.310 -0.507 0.0635
H 3.024 -9.836 -3.416 0.0904
H 4.229 -8.863 -4.256 0.0914
H 2.743 -8.097 -3.656 0.0827
```

Output
* SMILES: C#C[C@@]1(CCCCS(=O)(=O)O)[C@@H](N)C(=O)O[C@@H]1P(=N)(O)O.CN(C)C=O.CN(C)C=O.CN(C)C=O.CN(C)C=O.CN(C)C=O.CN(C)C=O
* HOMO energy: -9.06 eV

***

No. 2
Computed, not measured: 9 unconnected molecules or ions with the total composition H19O9 at a distorted geometry, with wB97M-V/def2-TZVPD.

The geometry in XYZ format:
```
28
Properties=species:S:1:pos:R:3:lowdin_charge:R:1
O 0.908 -1.386 1.781 -0.0303
H 1.067 -1.601 0.366 0.1088
H -0.908 0.365 -2.983 0.0601
O 1.585 1.700 -2.044 -0.0750
H 1.902 2.573 -1.765 0.0561
O -0.590 2.570 2.602 -0.0642
H -2.780 2.273 -0.212 0.0489
H 0.321 2.256 2.552 0.0294
O -3.233 1.662 -0.793 -0.0261
H -0.722 2.462 3.557 0.0461
H 0.968 1.853 -2.832 0.0807
O 1.195 -1.021 -0.535 0.1184
H -2.281 -0.822 0.586 0.0563
H 0.516 -0.333 -0.889 0.1281
O -1.666 -0.093 0.799 -0.0629
H -1.701 0.598 0.134 0.0050
H 2.064 -0.576 -0.416 0.0696
O -1.357 -2.621 1.434 -0.0532
H -0.017 -1.078 1.612 0.0420
H -2.204 -2.358 1.797 0.0646
O 3.803 -0.247 -0.294 -0.0147
H -2.810 1.717 -1.645 0.0290
H -1.579 -3.553 1.209 0.0995
O -0.811 -0.324 -2.314 -0.0293
H 3.981 0.210 -1.121 0.0676
H 4.447 -0.891 -0.012 0.0717
H 0.560 -2.201 2.228 0.1017
H -0.656 -1.134 -2.802 0.0721
```

Output
* ΔE to the lowest compared entry with this formula, charge and spin: 55.4 kcal per mole
* HOMO energy: -13.95 eV
* total charge: +1

***

No. 3
Computed, not measured: a molecular structure, C24H32Br40O3 at a distorted geometry, with wB97M-V/def2-TZVPD.

The geometry in XYZ format:
```
99
Properties=species:S:1:pos:R:3:lowdin_charge:R:1
C 5.465 -2.456 2.882 -0.1261
O 5.287 -2.089 1.535 -0.2015
C 5.360 -0.697 1.314 -0.2450
C 4.105 0.071 1.763 -0.1304
C 3.596 1.063 0.700 -0.1490
C 2.110 0.927 0.364 -0.2932
C 1.121 0.796 1.558 -0.0735
C 0.195 -0.303 0.982 -0.1945
C -0.750 -0.882 2.055 -0.1400
C -1.015 -2.391 1.999 -0.2990
C -1.388 -2.918 0.618 -0.5810
Br -0.705 -4.759 0.475 0.6333
C 1.290 -1.161 0.382 -0.4793
O 1.570 -2.262 0.520 0.2009
O 1.997 -0.277 -0.412 0.0469
H 6.175 -3.274 2.972 0.0468
H 4.525 -2.832 3.281 0.0873
H 5.840 -1.644 3.503 0.0917
H 5.556 -0.543 0.260 0.0990
H 6.218 -0.309 1.870 0.0940
H 3.342 -0.615 2.114 0.1057
H 4.385 0.667 2.630 0.1135
H 3.857 2.084 0.945 0.0112
H 4.130 0.825 -0.215 0.0993
H 1.817 1.845 -0.147 0.1342
H 0.658 1.765 1.677 0.0938
H 1.587 0.427 2.460 0.1156
H -0.421 0.171 0.226 0.1552
H -1.704 -0.379 1.930 0.0920
H -0.394 -0.613 3.043 0.1128
H -0.205 -2.962 2.421 0.0763
H -1.868 -2.583 2.646 0.0939
H -1.000 -2.338 -0.207 0.0543
H -2.459 -3.002 0.467 -0.0148
C 8.539 -2.319 -0.453 -1.5804
Br 8.468 -3.541 1.031 0.6395
Br 8.801 -0.500 0.127 0.5831
Br 9.887 -2.835 -1.737 0.5776
H 7.580 -2.364 -0.951 -0.0225
C -5.757 -1.351 0.010 -1.6219
Br -4.744 -2.274 -1.351 0.6079
Br -7.546 -2.046 0.153 0.5523
Br -4.856 -1.354 1.714 0.6191
H -5.841 -0.321 -0.305 -0.0998
C -7.525 0.679 -3.223 -1.5909
Br -8.979 -0.583 -3.220 0.5794
Br -7.648 1.896 -4.712 0.5828
Br -7.386 1.638 -1.551 0.5579
H -6.610 0.115 -3.345 -0.0338
C -11.112 1.871 0.175 -1.6035
Br -12.637 1.283 -0.842 0.5716
Br -11.633 2.738 1.815 0.5825
Br -9.875 0.431 0.502 0.4957
H -10.593 2.607 -0.425 -0.0775
C 12.744 -1.153 0.204 -1.6557
Br 13.836 -0.749 -1.331 0.5609
Br 13.496 -2.573 1.264 0.5711
Br 12.385 0.417 1.263 0.5487
H 11.791 -1.505 -0.170 -0.1207
C 6.891 3.992 -0.282 -1.6066
Br 6.966 2.494 -1.487 0.5646
Br 5.098 4.279 0.355 0.5843
Br 8.146 3.800 1.167 0.5926
H 7.180 4.872 -0.842 -0.0512
C -16.276 -0.917 -2.507 -1.6451
Br -15.312 -0.313 -4.062 0.5621
Br -15.391 -2.402 -1.655 0.5664
Br -16.592 0.523 -1.268 0.5567
H -17.240 -1.269 -2.843 -0.0322
C -1.272 -9.100 -0.048 -1.6438
Br -0.558 -9.041 1.741 0.5596
Br -2.981 -8.216 -0.162 0.5503
Br -0.017 -8.410 -1.338 0.5548
H -1.437 -10.140 -0.291 -0.0350
C -8.122 5.865 -2.638 -1.6370
Br -9.052 5.228 -1.074 0.5673
Br -8.364 7.759 -2.883 0.5818
Br -6.258 5.381 -2.603 0.5536
H -8.564 5.372 -3.493 -0.0338
C 1.903 5.701 3.205 -1.6273
Br 2.610 4.573 4.597 0.5787
Br 2.932 7.314 2.999 0.5821
Br 1.747 4.745 1.537 0.5689
H 0.905 5.990 3.501 -0.0294
C 11.468 -2.713 -5.360 -1.6376
Br 12.146 -3.817 -3.932 0.5324
Br 12.483 -1.086 -5.538 0.5696
Br 11.369 -3.682 -7.021 0.5790
H 10.459 -2.433 -5.092 -0.0392
C -10.995 0.196 4.621 -1.6633
Br -12.551 -0.375 3.645 0.5463
Br -11.466 1.009 6.304 0.5710
Br -9.730 -1.240 4.849 0.5656
H -10.509 0.956 4.024 -0.0737
C 5.434 5.403 -3.820 -1.6460
Br 4.869 6.822 -2.642 0.5623
Br 4.506 5.468 -5.506 0.5828
Br 7.346 5.384 -4.062 0.5680
H 5.166 4.468 -3.345 -0.0537
```

Output
* HOMO energy: -9.53 eV

***

No. 4
Computed, not measured: 3 unconnected molecules or ions with the total composition C6H12O2 at a distorted geometry, with wB97M-V/def2-TZVPD.

The geometry in XYZ format:
```
20
Properties=species:S:1:pos:R:3:lowdin_charge:R:1
C -1.389 0.005 0.615 -0.1160
C -0.888 -0.425 -1.132 0.1732
C 3.555 1.324 -0.097 0.1463
C 2.415 0.519 -0.129 -0.1327
O -0.995 -3.130 0.504 -0.3325
C 1.035 0.707 0.064 0.0624
C -0.013 -0.332 0.064 -0.3741
H -1.787 -0.971 1.154 0.1495
H -2.317 0.635 0.278 0.0347
H -1.181 0.550 1.546 0.1295
H -1.531 -1.303 -1.137 0.0987
H -0.887 0.181 -2.083 0.1380
H 4.406 0.741 -0.094 0.0449
H 3.486 2.427 -0.014 0.0976
H 2.708 -0.516 -0.446 0.1310
H 0.711 1.610 0.700 0.1666
H 0.515 -1.350 0.322 0.1798
H -3.922 1.744 -0.240 -0.0764
H -0.896 -4.022 0.623 -0.1647
O -3.024 1.604 -0.499 -0.3557
```

Output
* ΔE to the lowest compared entry with this formula, charge and spin: 295.1 kcal per mole
* HOMO energy: -7.47 eV

***

No. 5
Computed, not measured: 3 unconnected molecules or ions with the total composition C4H14N2O2 at a distorted geometry, with wB97M-V/def2-TZVPD.

The geometry in XYZ format:
```
22
Properties=species:S:1:pos:R:3:lowdin_charge:R:1
C -0.191 2.507 1.812 -0.1704
C 0.033 2.061 0.431 -0.2461
C -1.211 1.125 -0.122 -0.2216
N -0.137 0.565 -2.832 0.0729
C -0.050 -0.251 -1.703 -0.3134
N -0.625 -0.108 -0.602 -0.0097
H 0.763 2.468 2.329 0.0625
H -0.629 3.520 1.972 0.0808
H -0.945 1.927 2.407 0.0832
H 0.174 2.914 -0.206 0.0813
H 0.977 1.328 0.407 0.1358
H -1.652 1.882 -0.830 0.0958
H -2.011 0.956 0.627 0.1019
H 0.708 0.646 -3.356 0.0674
H -0.582 1.501 -2.735 0.0939
H 0.322 -1.259 -2.007 0.1265
H 1.150 -5.624 -0.640 0.0002
H 0.875 -6.995 -0.854 0.0596
O 0.499 -6.112 -1.101 -0.0600
H 1.261 -0.696 2.888 0.0049
H 0.439 -0.954 1.676 0.0070
O 0.830 -1.402 2.441 -0.0525
```

Output
* ΔE to the lowest compared entry with this formula, charge and spin: 43.7 kcal per mole
* SMILES: CCC/N=C\N.O.O
* HOMO energy: -9.36 eV

***

No. 6
Computed, not measured: a gas-phase ion, C7H13N2 (charge +1) at a distorted geometry, with wB97M-V/def2-TZVPD.

The geometry in XYZ format:
```
22
Properties=species:S:1:pos:R:3:lowdin_charge:R:1
C 0.475 0.873 -1.358 -0.0095
C -0.088 -1.469 -0.669 0.1859
C 0.750 1.436 -0.152 -0.0953
C 0.075 -0.534 -1.593 -0.3939
C -0.101 -0.147 1.516 -0.3685
C -0.234 -0.804 -3.042 -0.0731
C -1.403 0.599 1.622 0.0057
N 0.245 -0.918 2.601 0.1299
N 1.036 0.668 1.017 0.0530
H 0.253 1.592 -2.143 0.1309
H -0.402 -2.541 -0.494 0.0895
H 1.053 2.500 -0.122 0.1439
H -0.142 -1.846 -3.524 0.1214
H 0.538 -0.244 -3.656 0.0959
H -1.165 -0.319 -3.210 0.0729
H -1.222 1.422 2.265 0.0911
H -2.152 -0.085 1.863 0.0842
H -1.471 1.001 0.621 0.0781
H -0.391 -1.287 3.292 0.1278
H 1.191 -1.246 2.412 0.1117
H 1.886 -0.001 0.978 0.2224
H 1.271 1.351 1.777 0.1959
```

Output
* ΔE to the lowest compared entry with this formula, charge and spin: 136.5 kcal per mole
* HOMO energy (spin up / spin down): -11.52 / -11.69 eV
* total charge: +1

***

Please write out number 2 again, unchanged.
Computed, not measured: 9 unconnected molecules or ions with the total composition H19O9 at a distorted geometry, with wB97M-V/def2-TZVPD.

The geometry in XYZ format:
```
28
Properties=species:S:1:pos:R:3:lowdin_charge:R:1
O 0.908 -1.386 1.781 -0.0303
H 1.067 -1.601 0.366 0.1088
H -0.908 0.365 -2.983 0.0601
O 1.585 1.700 -2.044 -0.0750
H 1.902 2.573 -1.765 0.0561
O -0.590 2.570 2.602 -0.0642
H -2.780 2.273 -0.212 0.0489
H 0.321 2.256 2.552 0.0294
O -3.233 1.662 -0.793 -0.0261
H -0.722 2.462 3.557 0.0461
H 0.968 1.853 -2.832 0.0807
O 1.195 -1.021 -0.535 0.1184
H -2.281 -0.822 0.586 0.0563
H 0.516 -0.333 -0.889 0.1281
O -1.666 -0.093 0.799 -0.0629
H -1.701 0.598 0.134 0.0050
H 2.064 -0.576 -0.416 0.0696
O -1.357 -2.621 1.434 -0.0532
H -0.017 -1.078 1.612 0.0420
H -2.204 -2.358 1.797 0.0646
O 3.803 -0.247 -0.294 -0.0147
H -2.810 1.717 -1.645 0.0290
H -1.579 -3.553 1.209 0.0995
O -0.811 -0.324 -2.314 -0.0293
H 3.981 0.210 -1.121 0.0676
H 4.447 -0.891 -0.012 0.0717
H 0.560 -2.201 2.228 0.1017
H -0.656 -1.134 -2.802 0.0721
```

Output
* ΔE to the lowest compared entry with this formula, charge and spin: 55.4 kcal per mole
* HOMO energy: -13.95 eV
* total charge: +1